Below is a structure of composition C48H64Cl5N4O5RbS in a non-equilibrium geometry, with properties calculated with the ωB97M-V functional and the def2-TZVPD basis.

The geometry in ORCA input format:
```
! RIJCOSX wB97M-V def2-TZVPD def2/J DEFGRID3
* xyz -2 1
Rb -0.57 0.82 -0.09
C 6.11 2.85 -1.20
C 5.65 1.43 -1.42
C 4.55 0.99 -0.47
C 4.49 1.18 0.89
C 5.50 1.66 1.87
C 4.85 2.63 2.88
C 3.23 0.62 1.45
C 2.82 0.30 2.77
C 1.55 -0.23 3.10
C 1.28 -0.78 4.49
C 2.19 -0.52 5.68
C 3.07 -1.68 6.20
C -0.01 -1.23 4.52
C -0.51 -0.94 3.21
C -1.75 -1.50 2.74
C -2.01 -2.18 1.58
N -1.32 -1.93 0.42
C -1.71 -2.82 -0.52
C -1.07 -3.05 -1.70
C 0.18 -2.52 -2.13
N 0.62 -1.26 -1.81
C 1.91 -1.15 -2.39
C 2.86 -0.12 -2.06
C 3.20 0.34 -0.73
N 2.45 0.28 0.37
C 2.20 -2.38 -3.11
C 1.16 -3.23 -2.99
C 1.08 -4.61 -3.50
C 1.08 -5.63 -2.29
C 3.50 -2.62 -3.85
C 3.48 -2.15 -5.35
C -2.78 -3.66 0.08
C -2.97 -3.24 1.39
C -3.95 -3.87 2.39
C -5.26 -3.16 2.72
C -3.48 -4.74 -0.64
C -2.75 -6.12 -0.67
N 0.39 -0.26 2.40
C -0.78 -1.65 5.76
C -1.94 -0.71 6.23
H 6.85 3.14 -1.96
H 6.66 2.97 -0.25
H 5.33 3.59 -1.27
H 6.46 0.74 -1.25
H 5.26 1.31 -2.46
H 6.33 2.14 1.41
H 5.97 0.89 2.48
H 4.06 3.23 2.39
H 5.64 3.32 3.20
H 4.32 2.12 3.71
H 3.55 0.07 3.55
H 1.59 -0.07 6.49
H 2.89 0.25 5.40
H 2.59 -2.69 6.12
H 3.41 -1.62 7.21
H 3.98 -1.70 5.59
H -2.44 -1.55 3.63
H -1.61 -3.76 -2.34
H 3.53 0.25 -2.83
H 1.86 -4.80 -4.20
H 0.15 -4.74 -4.14
H 2.14 -5.83 -1.95
H 0.65 -6.59 -2.59
H 0.49 -5.26 -1.49
H 3.67 -3.71 -3.81
H 4.24 -2.14 -3.23
H 3.00 -2.93 -5.93
H 4.52 -2.01 -5.69
H 2.97 -1.19 -5.50
H -3.35 -4.04 3.32
H -4.07 -4.87 1.84
H -5.07 -2.09 2.76
H -5.78 -3.39 3.74
H -5.96 -3.34 1.91
H -3.53 -4.40 -1.68
H -4.52 -4.82 -0.33
H -1.91 -6.21 -1.39
H -3.53 -6.88 -0.95
H -2.36 -6.49 0.34
H -0.02 -1.70 6.54
H -1.19 -2.68 5.62
H -2.05 -0.76 7.31
H -2.90 -0.94 5.78
H -1.67 0.31 5.91
Cl -8.25 4.54 1.10
C -7.13 3.31 0.85
C -6.78 2.87 -0.40
Cl -7.81 3.42 -1.77
C -5.62 2.13 -0.63
Cl -5.08 1.73 -2.25
C -4.73 1.88 0.47
O -3.51 1.66 0.36
C -5.36 2.04 1.80
Cl -4.48 1.46 3.16
C -6.58 2.67 2.01
Cl -7.39 2.80 3.51
O -1.69 2.91 2.06
H -1.69 3.88 2.03
H -2.53 2.67 1.57
O -1.73 0.24 -2.51
H -2.32 -0.02 -3.23
H -1.01 -0.41 -2.49
O -3.35 -0.91 -4.57
H -3.26 -0.47 -5.43
H -4.28 -1.23 -4.54
C 2.76 5.12 0.10
C 2.56 5.50 -1.36
C 1.08 5.56 -1.75
S 0.51 4.06 -2.52
O 0.00 3.02 -1.55
C -0.92 4.55 -3.49
C -1.01 3.92 -4.91
C -1.97 2.74 -4.95
H 3.75 5.37 0.46
H 2.60 4.03 0.26
H 1.95 5.57 0.67
H 3.08 4.89 -2.06
H 3.06 6.48 -1.43
H 0.98 6.34 -2.51
H 0.43 5.62 -0.90
H -0.87 5.62 -3.62
H -1.87 4.32 -2.87
H -0.07 3.71 -5.30
H -1.44 4.70 -5.56
H -1.81 2.01 -4.12
H -1.91 2.23 -5.93
H -3.01 3.12 -4.97
*
```

Values from the calculation:
Strongest force on any atom (eV Å⁻¹): 3.29
E (eV): -141113.0396

***

Below is a structure of composition C48H65N5O2P2PbSi, with properties calculated with the ωB97M-V functional and the def2-TZVPD basis.

The geometry in ORCA input format:
```
! RIJCOSX wB97M-V def2-TZVPD def2/J DEFGRID3
* xyz 2 1
Pb 0.12 0.62 -0.69
C -2.67 -0.18 1.53
Si -0.90 -0.20 2.04
C -0.11 -1.76 2.57
C 0.21 -1.73 3.94
C 0.60 -2.88 4.60
C 0.72 -4.06 3.89
C 0.43 -4.10 2.53
C -0.01 -2.97 1.84
P -0.42 -2.92 0.05
C -1.70 -4.23 -0.21
C -1.55 -5.59 0.48
C -2.49 -6.61 -0.19
C -3.77 -5.95 -0.70
C -4.17 -4.78 0.19
C -3.10 -3.67 0.14
C 1.08 -3.49 -0.86
C 0.80 -3.24 -2.37
C 1.69 -4.10 -3.28
C 3.07 -4.24 -2.66
C 2.99 -5.04 -1.35
C 1.61 -4.92 -0.68
C -0.37 1.37 2.85
C -1.35 1.87 3.71
C -1.13 3.01 4.47
C 0.07 3.68 4.33
C 1.05 3.22 3.46
C 0.86 2.06 2.72
P 2.10 1.42 1.52
C 3.20 2.85 1.15
C 4.46 2.41 0.40
C 5.35 3.61 0.10
C 4.60 4.69 -0.68
C 3.34 5.12 0.07
C 2.44 3.92 0.36
C 3.05 0.24 2.59
C 3.95 0.90 3.64
C 5.00 -0.09 4.17
C 4.44 -1.51 4.18
C 4.19 -1.99 2.74
C 3.80 -0.84 1.80
H -3.25 -0.66 2.32
H -3.04 0.83 1.38
H -2.83 -0.78 0.63
H 0.14 -0.80 4.50
H 0.82 -2.85 5.66
H 1.04 -4.96 4.39
H 0.54 -5.04 2.01
H -1.65 -4.40 -1.29
H -0.53 -5.96 0.45
H -1.81 -5.47 1.54
H -1.96 -7.09 -1.01
H -2.73 -7.39 0.53
H -3.64 -5.59 -1.73
H -4.58 -6.68 -0.74
H -5.13 -4.37 -0.11
H -4.28 -5.13 1.21
H -3.38 -2.91 -0.60
H -3.05 -3.17 1.11
H 1.87 -2.80 -0.54
H -0.25 -3.42 -2.61
H 0.99 -2.18 -2.58
H 1.24 -5.09 -3.41
H 1.74 -3.65 -4.27
H 3.76 -4.72 -3.36
H 3.48 -3.24 -2.47
H 3.20 -6.09 -1.54
H 3.76 -4.69 -0.66
H 0.91 -5.63 -1.13
H 1.71 -5.18 0.37
H -2.31 1.36 3.81
H -1.89 3.37 5.15
H 0.26 4.58 4.91
H 1.97 3.78 3.37
H 3.52 3.28 2.11
H 5.01 1.67 0.97
H 4.17 1.92 -0.55
H 5.71 4.03 1.05
H 6.23 3.28 -0.45
H 5.25 5.54 -0.86
H 4.32 4.29 -1.66
H 3.62 5.60 1.02
H 2.79 5.86 -0.51
H 1.54 4.23 0.88
H 2.12 3.48 -0.60
H 2.24 -0.28 3.12
H 4.46 1.77 3.23
H 3.33 1.26 4.46
H 5.89 -0.06 3.53
H 5.33 0.21 5.16
H 5.12 -2.19 4.69
H 3.51 -1.52 4.75
H 5.09 -2.47 2.35
H 3.41 -2.75 2.74
H 4.68 -0.41 1.33
H 3.18 -1.22 0.98
N -1.75 6.90 -1.22
C -1.36 5.62 -1.13
C -1.67 4.83 0.00
C -1.24 3.53 0.05
N -0.53 2.94 -0.93
C -0.23 3.69 -2.01
C -0.61 5.00 -2.15
H -2.29 7.34 -0.50
H -1.53 7.45 -2.04
H -2.23 5.25 0.83
H -1.47 2.93 0.92
H 0.36 3.21 -2.78
H -0.34 5.54 -3.04
O 2.31 -0.42 -1.35
N 2.57 0.48 -2.14
O 1.66 1.36 -2.21
N -4.65 -2.99 -3.06
C -3.82 -2.26 -3.39
C -2.77 -1.33 -3.71
C -2.39 -1.05 -5.02
C -1.33 -0.18 -5.22
C -0.68 0.36 -4.13
N -1.06 0.09 -2.87
C -2.08 -0.73 -2.67
H -2.92 -1.50 -5.85
H -1.00 0.07 -6.22
H 0.17 1.01 -4.24
H -2.34 -0.96 -1.64
*
```

Values from the calculation:
Strongest force on any atom (eV Å⁻¹): 0.45
E (eV): -94066.7881

***

Below is a cluster of 11 separate species, C48H67FI2NO32 in total in a non-equilibrium geometry, with properties calculated with the ωB97M-V functional and the def2-TZVPD basis.

The geometry in ORCA input format:
```
! RIJCOSX wB97M-V def2-TZVPD def2/J DEFGRID3
* xyz 1 1
C -2.55 0.98 0.29
C -1.41 1.80 0.82
O -0.80 1.51 1.81
O -1.13 2.88 0.05
C 0.27 3.19 -0.03
C 1.06 2.19 -0.87
C 0.17 1.73 -2.07
C 1.05 1.26 -3.24
C 0.51 0.05 -4.01
C 0.13 -1.11 -3.11
C 0.12 -2.47 -3.82
C -0.93 -3.41 -3.21
C -0.40 -4.21 -2.07
N 0.37 -3.62 -1.13
C 0.86 -4.23 -0.05
C 1.67 -3.48 0.99
I 2.53 -1.70 0.17
C 0.74 -3.25 2.23
C 0.84 -1.87 2.89
I 1.03 -4.77 3.70
C 0.59 -5.59 0.12
C -0.16 -6.26 -0.83
C -0.65 -5.57 -1.92
F -1.39 -6.21 -2.82
H -2.50 -0.02 0.69
H -2.50 0.91 -0.79
H -3.51 1.42 0.54
H 0.34 4.14 -0.55
H 0.73 3.34 0.93
H 1.26 1.30 -0.27
H 1.98 2.61 -1.24
H -0.46 2.55 -2.38
H -0.47 0.94 -1.69
H 1.09 2.08 -3.95
H 2.07 1.07 -2.93
H 1.33 -0.30 -4.64
H -0.30 0.33 -4.69
H -0.89 -0.92 -2.75
H 0.77 -1.07 -2.23
H -0.20 -2.30 -4.85
H 1.09 -2.96 -3.83
H -1.27 -4.11 -3.97
H -1.82 -2.87 -2.89
H 0.56 -2.62 -1.26
H 2.49 -4.13 1.25
H -0.28 -3.35 1.87
H 1.86 -1.60 3.13
H 0.34 -1.13 2.26
H 0.30 -1.91 3.83
H 0.96 -6.11 0.99
H -0.36 -7.31 -0.67
C 4.57 -4.88 8.11
C 4.59 -5.62 6.80
O 3.72 -4.81 5.99
C 3.72 -3.55 6.50
O 3.23 -2.61 5.95
O 4.33 -3.52 7.69
H 5.50 -4.95 8.67
H 3.75 -5.19 8.76
H 5.57 -5.66 6.34
H 4.20 -6.63 6.89
C -4.66 4.38 -1.26
C -3.34 3.84 -1.76
O -3.77 2.84 -2.69
C -5.02 3.13 -3.11
O -5.56 2.55 -3.99
O -5.54 4.15 -2.38
H -4.62 5.43 -1.00
H -5.04 3.82 -0.40
H -2.77 4.60 -2.29
H -2.70 3.37 -1.03
C 1.38 6.67 3.32
C 2.59 5.93 3.87
O 2.86 4.98 2.83
C 2.35 5.46 1.68
O 2.55 4.99 0.60
O 1.58 6.54 1.90
H 1.35 7.72 3.61
H 0.44 6.20 3.59
H 3.46 6.58 3.99
H 2.39 5.43 4.81
C -3.57 0.81 -6.56
C -4.68 -0.20 -6.78
O -3.98 -1.30 -7.38
C -2.68 -1.22 -7.02
O -1.88 -2.08 -7.20
O -2.42 -0.05 -6.40
H -3.72 1.41 -5.67
H -3.41 1.45 -7.41
H -5.13 -0.54 -5.84
H -5.46 0.17 -7.43
C 3.75 -5.79 12.55
C 5.00 -6.41 13.16
O 5.43 -7.31 12.13
C 4.93 -6.87 10.95
O 5.23 -7.30 9.89
O 4.04 -5.88 11.14
H 3.59 -4.76 12.85
H 2.85 -6.37 12.76
H 5.78 -5.67 13.33
H 4.80 -6.94 14.08
C 0.14 -5.15 -8.41
C -0.51 -4.64 -7.14
O 0.55 -4.76 -6.18
C 1.73 -4.73 -6.86
O 2.79 -4.64 -6.33
O 1.52 -4.82 -8.19
H -0.23 -4.66 -9.30
H 0.05 -6.23 -8.52
H -0.81 -3.59 -7.22
H -1.38 -5.23 -6.84
C -0.25 4.98 -9.19
C -0.84 3.88 -10.04
O -1.39 3.00 -9.05
C -1.63 3.71 -7.93
O -2.24 3.31 -6.99
O -1.09 4.95 -8.03
H -0.30 5.96 -9.66
H 0.78 4.78 -8.89
H -1.65 4.23 -10.68
H -0.10 3.36 -10.64
C 3.86 7.07 -2.16
C 4.95 6.74 -1.16
O 6.05 7.51 -1.64
C 5.56 8.54 -2.38
O 6.21 9.45 -2.78
O 4.23 8.38 -2.59
H 2.87 7.07 -1.72
H 3.88 6.40 -3.02
H 4.70 7.07 -0.15
H 5.19 5.68 -1.13
C -9.74 3.61 0.07
C -9.26 4.77 -0.78
O -8.25 5.35 0.05
C -7.80 4.40 0.90
O -6.85 4.52 1.60
O -8.58 3.30 0.85
H -10.06 2.75 -0.51
H -10.55 3.90 0.74
H -8.79 4.43 -1.71
H -10.03 5.49 -1.01
C 1.63 -2.32 9.36
C 1.02 -3.34 8.42
O 1.06 -4.54 9.20
C 1.09 -4.18 10.51
O 0.98 -4.94 11.42
O 1.29 -2.85 10.64
H 1.21 -1.32 9.23
H 2.71 -2.27 9.27
H -0.02 -3.11 8.17
H 1.59 -3.46 7.50
*
```

Values from the calculation:
Strongest force on any atom (eV Å⁻¹): 1.61
E (eV): -136787.5384